[1]
The following is a quantum chemistry calculation of a cluster of 2 separate species, C32H28BF9O2S in total in a non-equilibrium geometry, from OMol25.

Output
- relative energy (zero: lowest compared OMol25 entry of this formula, charge and spin) (eV) = 1.133
- electronic energy (eV) = -73702.422
- E_HOMO (eV) = -6.93

ORCA input file:
```
! RIJCOSX wB97M-V def2-TZVPD def2/J DEFGRID3
* xyz 0 1
C 6.576 -1.446 2.000
C 5.310 -1.346 1.235
C 5.051 -1.855 -0.019
C 3.698 -1.652 -0.457
C 2.945 -0.960 0.458
B 1.366 -0.580 0.358
C 0.630 -2.001 0.694
C 0.347 -2.320 2.006
C -0.192 -3.565 2.298
C -0.480 -3.924 3.727
F -0.359 -5.266 3.951
F 0.368 -3.292 4.593
F -1.755 -3.571 4.090
C -0.480 -4.475 1.291
C -0.222 -4.111 -0.020
C -0.508 -5.043 -1.159
F -1.301 -4.441 -2.107
F 0.647 -5.414 -1.800
F -1.141 -6.182 -0.773
C 0.322 -2.868 -0.329
O 1.085 0.375 1.375
C 0.887 1.730 1.036
C 1.373 2.154 -0.375
C 0.614 3.418 -0.759
C 2.853 2.455 -0.308
C 1.072 1.067 -1.446
O 1.151 -0.265 -1.017
S 3.890 -0.568 1.877
H 7.337 -1.900 1.365
H 6.918 -0.456 2.311
H 6.443 -2.057 2.898
H 5.816 -2.375 -0.596
H 3.324 -2.027 -1.405
H 0.583 -1.617 2.798
H -0.907 -5.440 1.525
H 0.526 -2.605 -1.361
H -0.190 1.932 1.140
H 1.406 2.342 1.797
H 1.025 3.839 -1.684
H -0.456 3.194 -0.900
H 0.717 4.173 0.034
H 3.206 2.789 -1.290
H 2.999 3.267 0.409
H 3.419 1.573 0.025
H 0.043 1.190 -1.809
H 1.740 1.185 -2.321
F -1.901 6.170 0.846
C -3.114 5.639 1.230
F -3.283 5.927 2.549
F -4.073 6.321 0.536
C -3.108 4.172 0.928
C -2.632 3.252 1.871
C -2.387 1.952 1.472
C -2.475 1.564 0.093
C -1.877 0.354 -0.362
C -2.285 -0.149 -1.657
C -3.020 -1.351 -1.803
C -3.720 -1.603 -2.974
C -3.545 -0.775 -4.097
C -2.668 0.309 -4.037
C -2.105 0.661 -2.817
C -3.180 2.476 -0.760
C -3.404 3.783 -0.372
H -2.407 3.572 2.888
H -2.055 1.200 2.192
H -1.470 -0.329 0.383
H -3.122 -2.006 -0.940
H -4.438 -2.434 -3.021
H -4.118 -0.957 -5.010
H -2.454 0.914 -4.920
H -1.552 1.597 -2.745
H -3.522 2.168 -1.747
H -3.782 4.511 -1.088
*
```


[2]
The following is a quantum chemistry calculation of a cluster of 2 separate species, C3H11NS2 in total in a non-equilibrium geometry, from OMol25.

Output
- SMILES = CNC.CSS
- relative energy (zero: lowest compared OMol25 entry of this formula, charge and spin) (eV) = 0.472
- electronic energy (eV) = -26449.489
- E_HOMO (eV) = -8.57

ORCA input file:
```
! RIJCOSX wB97M-V def2-TZVPD def2/J DEFGRID3
* xyz 0 1
C -2.351 -0.894 0.053
N -1.259 0.028 0.418
C -1.450 1.360 -0.130
H -2.041 -1.871 0.417
H -3.326 -0.486 0.324
H -2.305 -0.986 -1.035
H -1.168 0.094 1.418
H -0.724 2.026 0.340
H -2.477 1.721 0.006
H -1.175 1.362 -1.189
C 3.317 -0.388 0.530
S 2.860 -1.267 -1.003
S 1.460 0.120 -1.744
H 4.099 -0.965 0.999
H 2.424 -0.330 1.150
H 3.607 0.629 0.288
H 0.511 -0.153 -0.842
*
```


[3]
The following is a quantum chemistry calculation of a structure of composition C39H18Cl3F4Ge2N6PdS2 in a non-equilibrium geometry, from OMol25.

Output
- relative energy (zero: lowest compared OMol25 entry of this formula, charge and spin) (eV) = 4.339
- electronic energy (eV) = -236295.927
- E_HOMO (alpha / beta) (eV) = -2.05 / -2.05

ORCA input file:
```
! RIJCOSX wB97M-V def2-TZVPD def2/J DEFGRID3
* xyz -2 2
Pd -2.344 1.655 0.542
S -1.689 1.131 2.678
C -2.423 -0.396 3.038
C -2.113 -0.975 4.265
C -2.609 -2.221 4.618
C -2.277 -2.780 5.866
N -2.003 -3.201 6.900
C -3.443 -2.916 3.706
C -3.782 -2.331 2.497
C -3.304 -1.063 2.149
S -3.849 -0.335 0.692
C -3.931 -4.191 4.050
N -4.332 -5.228 4.338
H -1.461 -0.432 4.934
H -4.434 -2.853 1.810
Cl -4.270 3.073 -0.398
Ge -4.691 2.801 1.876
Cl -2.833 4.023 2.324
Cl -6.174 4.476 2.123
C -0.823 2.931 0.337
Ge 0.979 2.315 0.294
C 2.033 2.459 2.011
C 1.665 1.624 3.058
C 2.324 1.657 4.273
C 3.392 2.519 4.454
C 3.800 3.325 3.406
C 3.125 3.294 2.196
C 1.896 3.377 -1.128
C 2.310 4.687 -0.920
C 2.882 5.427 -1.939
C 3.021 4.874 -3.200
C 2.590 3.578 -3.428
C 2.033 2.837 -2.400
C 1.228 0.372 -0.030
C 2.527 -0.077 -0.239
C 2.802 -1.427 -0.345
C 1.774 -2.350 -0.251
C 0.473 -1.915 -0.068
C 0.207 -0.562 0.050
H -1.080 3.936 0.013
H 0.848 0.929 2.919
H 2.010 1.004 5.077
H 3.903 2.561 5.408
H 4.654 3.980 3.528
H 3.472 3.916 1.383
H 2.172 5.140 0.052
H 3.209 6.442 -1.749
H 3.451 5.459 -4.002
H 2.682 3.146 -4.415
H 1.689 1.830 -2.593
H 3.325 0.653 -0.313
H 3.816 -1.768 -0.500
H 1.987 -3.407 -0.333
H -0.334 -2.637 -0.018
H -0.824 -0.233 0.200
F -3.301 -3.577 -3.637
C -2.007 -3.214 -3.541
C -1.054 -4.168 -3.795
F -1.460 -5.414 -4.119
C 0.335 -3.903 -3.722
C 0.663 -2.563 -3.404
C -0.289 -1.616 -3.128
F 0.117 -0.355 -2.873
C -1.675 -1.894 -3.156
C -2.657 -0.920 -2.822
C -2.361 0.261 -2.172
N -2.163 1.269 -1.624
C -4.009 -1.075 -3.160
N -5.112 -1.139 -3.479
F 1.956 -2.184 -3.418
C 1.314 -4.889 -3.976
C 2.687 -4.695 -3.809
N 3.832 -4.638 -3.681
C 1.029 -6.176 -4.438
N 0.897 -7.247 -4.846
*
```


[4]
The following is a quantum chemistry calculation of the molecule C18H22N2O2, from OMol25.

Output
- SMILES = CCN(CC)C(=O)Cn1cc(C(=O)C2CC2)c2ccccc21
- relative energy (zero: lowest compared OMol25 entry of this formula, charge and spin) (eV) = 2.208
- electronic energy (eV) = -26098.143
- E_HOMO (eV) = -7.94

ORCA input file:
```
! RIJCOSX wB97M-V def2-TZVPD def2/J DEFGRID3
* xyz 0 1
C 0.463 4.695 -1.281
C 0.934 3.615 -2.257
N -0.018 2.532 -2.376
C -1.065 2.686 -3.376
C -0.615 2.188 -4.745
C -0.027 1.413 -1.623
O -0.852 0.533 -1.760
C 1.097 1.275 -0.574
N 0.774 0.229 0.348
C 0.641 -1.077 0.002
C 0.191 -1.823 1.066
C -0.121 -3.245 1.190
O -0.233 -3.769 2.287
C -0.379 -4.076 -0.020
C -0.876 -3.517 -1.328
C 0.501 -4.078 -1.246
C 0.028 -0.890 2.152
C -0.397 -1.024 3.471
C -0.461 0.106 4.257
C -0.115 1.361 3.755
C 0.307 1.520 2.452
C 0.376 0.385 1.654
H 0.301 4.281 -0.289
H -0.473 5.132 -1.619
H 1.208 5.483 -1.213
H 1.058 4.058 -3.249
H 1.907 3.227 -1.949
H -1.925 2.102 -3.041
H -1.346 3.740 -3.424
H 0.262 2.730 -5.092
H -0.374 1.130 -4.691
H -1.415 2.325 -5.468
H 1.236 2.200 -0.017
H 2.028 1.031 -1.103
H 0.918 -1.373 -0.990
H -0.770 -5.044 0.276
H -1.627 -4.089 -1.852
H -1.011 -2.450 -1.405
H 1.353 -3.418 -1.265
H 0.695 -5.036 -1.705
H -0.661 -1.996 3.853
H -0.786 0.026 5.284
H -0.179 2.226 4.400
H 0.570 2.500 2.077
*
```


[5]
The following is a quantum chemistry calculation of the molecule C5H6O in a non-equilibrium geometry, from OMol25.

Output
- SMILES = Cc1ccoc1
- relative energy (zero: lowest compared OMol25 entry of this formula, charge and spin) (eV) = 1.060
- electronic energy (eV) = -7328.225
- E_HOMO (eV) = -8.55

ORCA input file:
```
! RIJCOSX wB97M-V def2-TZVPD def2/J DEFGRID3
* xyz 0 1
C 0.857 -1.376 -0.486
C 0.148 -0.214 0.080
C 0.391 1.144 -0.282
C -0.749 1.796 0.064
O -1.635 0.889 0.789
C -0.994 -0.288 0.792
H 0.603 -2.269 0.085
H 1.935 -1.223 -0.509
H 0.502 -1.520 -1.514
H 1.371 1.423 -0.687
H -1.114 2.748 0.365
H -1.296 -1.143 1.393
*
```


[6]
The following is a quantum chemistry calculation of a cluster of 2 separate species, C4H12 in total in a non-equilibrium geometry, from OMol25.

Output
- SMILES = CC.CC
- relative energy (zero: lowest compared OMol25 entry of this formula, charge and spin) (eV) = 1.451
- electronic energy (eV) = -4341.077
- E_HOMO (eV) = -11.26

ORCA input file:
```
! RIJCOSX wB97M-V def2-TZVPD def2/J DEFGRID3
* xyz 0 1
C -0.237 1.761 -1.061
C 0.910 1.403 -2.036
H 0.121 1.606 -0.057
H -0.563 2.828 -1.336
H -1.111 1.115 -1.253
H 0.717 1.129 -2.961
H 1.580 0.713 -1.618
H 1.489 2.399 -1.941
C -0.665 -1.860 0.855
C 0.001 -1.263 2.122
H -1.754 -1.695 0.994
H -0.361 -1.464 -0.121
H -0.709 -2.974 1.027
H -0.755 -0.804 2.715
H 0.282 -2.062 2.736
H 1.055 -0.832 1.937
*
```